Entry 1:
# C9H10AuB2F4N6

A molecular structure, C9H10AuB2F4N6 (ωB97M-V/def2-TZVPD, OMol25).

Last column: Mulliken charge in e.
Positions of all 32 atoms, in Å:
Au (-0.015, 0.017, -0.146)  0.821
C (3.158, -2.906, -0.149)  -0.869
C (2.545, -1.779, -0.688)  -0.193
N (1.389, -1.586, -0.052)  -0.499
N (1.236, -2.529, 0.888)  0.539
C (2.301, -3.342, 0.848)  -0.019
B (-0.002, -2.541, 1.810)  0.134
N (-0.007, -1.216, 2.613)  0.385
C (-0.006, -1.013, 3.941)  -0.001
C (-0.018, 0.351, 4.187)  -1.011
C (-0.027, 0.955, 2.931)  -0.128
N (-0.020, -0.015, 2.021)  -0.334
N (-1.237, -2.537, 0.885)  0.557
C (-2.299, -3.354, 0.845)  -0.020
C (-3.156, -2.923, -0.154)  -0.868
C (-2.546, -1.796, -0.694)  -0.183
N (-1.391, -1.596, -0.057)  -0.534
H (4.098, -3.335, -0.448)  0.409
H (2.868, -1.127, -1.483)  0.461
H (2.381, -4.183, 1.517)  0.467
H (0.001, -3.478, 2.536)  -0.028
H (0.002, -1.845, 4.625)  0.482
H (-0.022, 0.851, 5.139)  0.406
H (-0.042, 1.996, 2.647)  0.566
H (-2.377, -4.193, 1.517)  0.467
H (-4.094, -3.357, -0.453)  0.408
H (-2.869, -1.147, -1.492)  0.462
F (0.032, 1.959, -0.412)  -0.869
B (0.030, 4.208, 0.052)  0.660
F (1.334, 4.320, -0.124)  -0.217
F (-0.435, 3.984, 1.280)  -0.239
F (-0.809, 4.496, -0.922)  -0.213

Computed properties:
Charge: +1
HOMO (spin up / spin down) in eV: -13.478 / -13.438
Strongest force on any atom in eV Å⁻¹: 0.675
E_LUMO (spin up / spin down) in hartree: -0.117 / -0.264
Multiplicity: 3



Entry 2:
# C9H10BF6N6O4ReSSb

A molecular structure, C9H10BF6N6O4ReSSb (ωB97M-V/def2-TZVPD, OMol25).

Last column: Mulliken charge in e.
Positions of all 39 atoms, in Å:
Re (0.216, -0.487, 1.797)  1.730
C (3.276, 1.462, 3.983)  -1.073
C (2.726, 0.327, 3.429)  -0.117
N (1.522, 0.630, 2.899)  -0.053
N (1.307, 1.959, 3.084)  0.165
C (2.350, 2.470, 3.734)  0.024
B (0.037, 2.637, 2.503)  0.068
N (-1.177, 1.881, 3.072)  -0.069
C (-2.245, 2.288, 3.761)  -0.023
C (-3.074, 1.202, 3.993)  -1.131
C (-2.432, 0.127, 3.405)  0.089
N (-1.282, 0.549, 2.848)  -0.141
N (0.032, 2.363, 0.970)  0.062
C (-0.039, 3.159, -0.091)  0.063
C (-0.088, 2.386, -1.251)  -1.105
C (-0.044, 1.080, -0.819)  -0.212
N (0.038, 1.076, 0.532)  -0.031
H (4.219, 1.552, 4.492)  0.427
H (3.110, -0.679, 3.374)  0.525
H (2.382, 3.521, 3.975)  0.476
H (0.014, 3.802, 2.746)  -0.017
H (-2.349, 3.323, 4.042)  0.478
H (-4.012, 1.193, 4.518)  0.435
H (-2.726, -0.909, 3.353)  0.481
H (-0.048, 4.231, 0.032)  0.485
H (-0.145, 2.736, -2.266)  0.437
H (-0.052, 0.146, -1.365)  0.550
O (-0.083, -3.702, 1.095)  -0.520
S (-1.117, -2.773, 1.523)  1.297
O (-2.388, -3.239, 1.892)  -0.493
O (-1.112, -1.526, 0.635)  -0.457
O (-0.422, -1.976, 2.769)  -0.543
F (1.708, -1.110, 0.912)  -0.567
Sb (0.297, -4.340, -1.049)  2.339
F (0.765, -2.531, -1.279)  -0.517
F (1.996, -4.616, -0.357)  -0.511
F (0.592, -4.817, -2.807)  -0.514
F (-0.260, -5.995, -0.429)  -0.498
F (-1.483, -3.792, -1.207)  -0.539

Computed properties:
Charge: +1
HOMO (spin up / spin down) in eV: -13.747 / -13.869
ΔE to the lowest compared entry with this formula, charge and spin in kcal per mole: 0.0
Strongest force on any atom in eV Å⁻¹: 0.580
E_LUMO (spin up / spin down) in hartree: -0.250 / -0.246
Multiplicity: 3



Entry 3:
# C9H10BNO2

2 unconnected molecules or ions with the total composition C9H10BNO2 at a distorted geometry (ωB97M-V/def2-TZVPD, OMol25).

Last column: Mulliken charge in e.
Positions of all 23 atoms, in Å:
B (-1.939, 1.446, 0.239)  0.623
C (-1.195, -2.231, -0.693)  0.415
C (3.214, -0.358, -0.016)  -0.182
C (2.558, -1.181, 0.950)  -0.705
C (2.530, 0.604, -0.755)  -0.662
C (1.154, -0.899, 1.107)  -0.231
C (1.233, 0.745, -0.628)  -0.039
C (0.510, 0.033, 0.320)  0.640
C (-1.900, -1.066, -1.027)  -0.725
C (-0.990, 0.140, 0.462)  -0.761
N (-0.513, -3.164, -0.472)  -0.481
O (-1.664, 2.548, -0.509)  -0.541
O (-2.974, 1.427, 1.224)  -0.570
H (4.290, -0.506, -0.257)  0.295
H (3.087, -1.955, 1.630)  0.284
H (2.995, 1.145, -1.549)  0.388
H (0.622, -1.392, 1.854)  0.422
H (0.802, 1.523, -1.344)  0.171
H (-2.908, -1.026, -0.600)  0.337
H (-1.750, -0.777, -2.065)  0.318
H (-1.322, -0.419, 1.313)  0.454
H (-2.192, 3.340, -0.450)  0.286
H (-3.648, 2.023, 1.264)  0.262

Computed properties:
HOMO in eV: -8.618
ΔE to the lowest compared entry with this formula, charge and spin in kcal per mole: 34.5
Strongest force on any atom in eV Å⁻¹: 4.894
E_LUMO in hartree: 0.002



Entry 4:
# C9H10BiN2O4S

A molecular structure, C9H10BiN2O4S at a distorted geometry (ωB97M-V/def2-TZVPD, OMol25).

Last column: Mulliken charge in e.
Positions of all 27 atoms, in Å:
Bi (0.006, 0.512, -1.389)  1.081
C (0.004, 1.542, 0.330)  -0.041
O (0.003, 2.086, 1.294)  -0.001
C (0.002, 2.359, -2.240)  0.249
O (0.000, 3.367, -2.690)  0.014
C (-1.954, 0.568, -1.390)  0.185
O (-3.079, 0.577, -1.376)  -0.010
C (1.966, 0.576, -1.390)  0.191
O (3.090, 0.590, -1.376)  -0.009
C (0.009, -1.116, -2.968)  -0.674
H (0.936, -1.659, -2.830)  0.506
H (-0.916, -1.663, -2.830)  0.506
C (0.007, 0.109, -3.653)  -0.681
H (-0.919, 0.509, -4.049)  0.450
H (0.931, 0.513, -4.049)  0.449
S (0.006, -1.775, -0.245)  -0.202
C (-0.003, -1.206, 1.356)  -0.158
N (1.117, -0.972, 2.061)  0.064
C (0.766, -0.453, 3.372)  -0.400
C (-0.787, -0.412, 3.351)  -0.406
N (-1.128, -0.916, 2.031)  0.070
H (2.108, -1.109, 1.745)  0.276
H (1.184, 0.556, 3.501)  0.279
H (1.134, -1.132, 4.155)  0.355
H (-1.155, 0.618, 3.466)  0.277
H (-1.212, -1.067, 4.125)  0.360
H (-2.116, -1.000, 1.689)  0.271

Computed properties:
Charge: +3
HOMO (spin up / spin down) in eV: -18.716 / -18.474
ΔE to the lowest compared entry with this formula, charge and spin in kcal per mole: 167.8
Strongest force on any atom in eV Å⁻¹: 12.164
E_LUMO (spin up / spin down) in hartree: -0.494 / -0.494



Entry 5:
# C9H10Br2Si

C9H10Br2Si in the gas phase at a distorted geometry (ωB97M-V/def2-TZVPD, OMol25).

Last column: Mulliken charge in e.
Positions of all 22 atoms, in Å:
C (-2.141, -2.806, 0.998)  -0.669
C (-1.928, -2.534, -0.343)  -0.160
C (-1.173, -2.455, 1.954)  -0.381
C (-0.802, -1.735, -0.647)  -0.494
C (-0.081, -1.669, 1.675)  -0.317
C (0.101, -1.320, 0.355)  0.616
C (1.340, 2.335, -1.234)  -0.733
C (1.625, 1.663, -0.124)  0.493
C (1.536, 2.412, 1.255)  -1.180
Si (1.841, -0.171, -0.055)  0.713
Br (2.992, -0.769, -1.775)  -0.272
Br (3.112, -0.714, 1.644)  -0.319
H (-2.723, -3.665, 1.317)  0.292
H (-2.652, -2.795, -1.221)  0.276
H (-1.420, -2.643, 3.014)  0.317
H (-0.733, -1.202, -1.621)  0.278
H (0.646, -1.330, 2.477)  0.157
H (1.280, 1.979, -2.311)  0.225
H (0.992, 3.418, -1.143)  0.211
H (0.721, 1.883, 1.741)  0.302
H (1.443, 3.488, 1.398)  0.402
H (2.461, 2.063, 1.837)  0.244

Computed properties:
HOMO (spin up / spin down) in eV: -5.262 / -9.649
ΔE to the lowest compared entry with this formula, charge and spin in kcal per mole: 25.9
Strongest force on any atom in eV Å⁻¹: 6.402
E_LUMO (spin up / spin down) in hartree: 0.022 / -0.106
Multiplicity: 3



Entry 6:
# C9H10BrP

C9H10BrP in the gas phase at a distorted geometry (ωB97M-V/def2-TZVPD, OMol25).

Last column: Mulliken charge in e.
Positions of all 21 atoms, in Å:
C (-0.237, 1.741, 1.190)  -0.568
C (1.036, 1.473, -0.942)  -1.210
C (0.567, -0.779, -1.253)  -1.015
C (0.179, 1.092, 0.063)  0.742
C (1.304, 0.305, -1.761)  1.045
C (-0.056, -0.339, -0.077)  0.082
C (-0.833, 0.897, 2.104)  -0.071
C (2.026, 0.316, -3.077)  -1.340
C (-2.226, -1.801, 1.892)  -1.004
P (-0.706, -0.787, 1.486)  0.305
Br (-1.820, 1.140, 3.717)  -0.154
H (-0.376, 2.751, 1.437)  0.461
H (1.582, 2.430, -1.186)  0.294
H (0.628, -1.770, -1.723)  0.310
H (1.722, 1.078, -3.745)  0.337
H (1.824, -0.637, -3.476)  0.385
H (3.053, 0.381, -2.932)  0.322
H (-3.162, -1.310, 1.432)  0.315
H (-2.249, -2.904, 1.478)  0.318
H (-2.401, -1.887, 3.008)  0.357
H (0.143, -1.389, 2.365)  0.089

Computed properties:
HOMO in eV: -7.056
ΔE to the lowest compared entry with this formula, charge and spin in kcal per mole: 14.4
Strongest force on any atom in eV Å⁻¹: 5.040
E_LUMO in hartree: 0.006
SMILES: CC1=CC2=[P@H](C)C(Br)=CC2=C1



Entry 7:
# C9H10CaN2O4S

A molecular structure, C9H10CaN2O4S at a distorted geometry (ωB97M-V/def2-TZVPD, OMol25).

Last column: Mulliken charge in e.
Positions of all 27 atoms, in Å:
Ca (0.008, 0.169, -1.308)  1.201
C (0.004, 1.768, 0.590)  0.078
O (0.009, 2.415, 1.544)  -0.035
C (0.003, 2.623, -2.380)  0.111
O (0.001, 3.666, -2.864)  -0.068
C (-2.536, 0.573, -1.410)  0.021
O (-3.675, 0.663, -1.409)  -0.032
C (2.546, 0.585, -1.414)  0.032
O (3.694, 0.680, -1.412)  -0.044
C (0.011, -1.267, -3.318)  -0.686
H (0.937, -1.823, -3.116)  0.401
H (-0.913, -1.827, -3.116)  0.401
C (0.009, -0.038, -3.887)  -0.648
H (-0.919, 0.455, -4.214)  0.368
H (0.934, 0.459, -4.214)  0.369
S (0.009, -2.246, -0.006)  -0.224
C (0.001, -1.353, 1.467)  -0.200
N (1.080, -0.948, 2.163)  0.046
C (0.754, -0.373, 3.464)  -0.384
C (-0.785, -0.340, 3.435)  -0.393
N (-1.089, -0.900, 2.123)  0.055
H (2.026, -1.173, 1.873)  0.229
H (1.185, 0.632, 3.574)  0.256
H (1.121, -1.022, 4.272)  0.332
H (-1.176, 0.683, 3.532)  0.253
H (-1.209, -0.971, 4.230)  0.336
H (-2.031, -1.087, 1.802)  0.225

Computed properties:
Charge: +2
HOMO in eV: -16.173
ΔE to the lowest compared entry with this formula, charge and spin in kcal per mole: 0.0
Strongest force on any atom in eV Å⁻¹: 5.481
E_LUMO in hartree: -0.296



Entry 8:
# C9H10CeNO6

A molecular structure, C9H10CeNO6 at a distorted geometry (ωB97M-V/def2-TZVPD, OMol25).

Last column: Mulliken charge in e.
Positions of all 27 atoms, in Å:
O (0.547, -4.162, 3.075)  -0.065
C (0.677, -3.175, 2.508)  0.192
Ce (1.223, -0.743, 1.014)  1.062
C (2.894, 0.296, -0.336)  0.225
O (3.831, 0.673, -0.911)  -0.137
C (3.415, -2.162, 0.764)  0.254
O (4.617, -2.021, 0.693)  -0.305
C (2.535, -2.217, -0.515)  0.142
O (2.504, -3.008, -1.403)  -0.290
C (3.162, 0.013, 2.364)  0.349
O (4.153, 0.313, 2.885)  -0.116
H (2.766, -2.436, 1.709)  0.166
C (-3.311, 1.931, -1.342)  -0.913
N (-2.347, 1.381, -0.388)  0.087
C (-2.580, 1.609, 1.038)  -0.747
C (-1.299, 0.686, -0.774)  0.727
C (-0.977, 0.444, -2.213)  -1.092
O (-0.506, 0.202, 0.139)  -0.484
H (-4.078, 2.446, -0.765)  0.267
H (-3.778, 1.136, -1.939)  0.385
H (-2.831, 2.641, -2.027)  0.383
H (-2.711, 0.665, 1.581)  0.299
H (-1.751, 2.165, 1.493)  0.283
H (-3.495, 2.198, 1.112)  0.290
H (0.003, 0.872, -2.465)  0.291
H (-0.937, -0.634, -2.416)  0.331
H (-1.722, 0.889, -2.882)  0.414

Computed properties:
Charge: +2
HOMO (spin up / spin down) in eV: -15.026 / -15.090
ΔE to the lowest compared entry with this formula, charge and spin in kcal per mole: 0.0
Strongest force on any atom in eV Å⁻¹: 6.938
E_LUMO (spin up / spin down) in hartree: -0.342 / -0.342
Multiplicity: 2



Repeat the fifth record exactly.
# C9H10Br2Si

C9H10Br2Si in the gas phase at a distorted geometry (ωB97M-V/def2-TZVPD, OMol25).

Last column: Mulliken charge in e.
Positions of all 22 atoms, in Å:
C (-2.141, -2.806, 0.998)  -0.669
C (-1.928, -2.534, -0.343)  -0.160
C (-1.173, -2.455, 1.954)  -0.381
C (-0.802, -1.735, -0.647)  -0.494
C (-0.081, -1.669, 1.675)  -0.317
C (0.101, -1.320, 0.355)  0.616
C (1.340, 2.335, -1.234)  -0.733
C (1.625, 1.663, -0.124)  0.493
C (1.536, 2.412, 1.255)  -1.180
Si (1.841, -0.171, -0.055)  0.713
Br (2.992, -0.769, -1.775)  -0.272
Br (3.112, -0.714, 1.644)  -0.319
H (-2.723, -3.665, 1.317)  0.292
H (-2.652, -2.795, -1.221)  0.276
H (-1.420, -2.643, 3.014)  0.317
H (-0.733, -1.202, -1.621)  0.278
H (0.646, -1.330, 2.477)  0.157
H (1.280, 1.979, -2.311)  0.225
H (0.992, 3.418, -1.143)  0.211
H (0.721, 1.883, 1.741)  0.302
H (1.443, 3.488, 1.398)  0.402
H (2.461, 2.063, 1.837)  0.244

Computed properties:
HOMO (spin up / spin down) in eV: -5.262 / -9.649
ΔE to the lowest compared entry with this formula, charge and spin in kcal per mole: 25.9
Strongest force on any atom in eV Å⁻¹: 6.402
E_LUMO (spin up / spin down) in hartree: 0.022 / -0.106
Multiplicity: 3



Q: Which value of strongest force on any atom does entry 1 give?
A: 0.675 eV Å⁻¹



Q: Among the records above, which one has the highest strongest force on any atom?
A: C9H10BiN2O4S



Q: What is the strongest force on any atom in the fifth record?
A: 6.402 eV Å⁻¹